(1)
Computed, not measured: a structure of composition C10H28IN3O3P in a non-equilibrium geometry, with ωB97M-V with the def2-TZVPD basis set.

Atoms and positions in Å:
C  3.314  4.704  -3.031
P  2.613  5.106  -4.661
O  2.909  6.700  -4.563
N  0.835  5.133  -4.217
I  -0.359  5.286  -5.885
C  0.370  4.179  -3.360
N  -0.381  4.575  -2.336
N  0.626  2.852  -3.520
H  3.267  5.566  -2.365
H  4.369  4.498  -3.224
H  2.858  3.835  -2.564
H  2.441  7.191  -5.254
H  -0.009  5.447  -1.964
H  -0.457  3.831  -1.640
H  1.112  2.336  -2.802
H  0.266  2.315  -4.294
C  -3.279  0.757  -0.207
C  -1.824  0.964  -0.581
O  -1.022  1.552  0.427
C  -0.925  0.826  1.651
C  -0.345  -0.567  1.500
H  -3.737  1.699  0.095
H  -3.830  0.357  -1.059
H  -3.387  0.053  0.617
H  -1.756  1.664  -1.421
H  -1.381  0.023  -0.927
H  -1.901  0.786  2.143
H  -0.280  1.432  2.285
H  -0.968  -1.211  0.879
H  -0.258  -1.044  2.475
H  0.647  -0.524  1.048
C  -0.685  -4.943  4.786
C  -1.163  -4.881  3.346
O  -0.224  -4.320  2.444
C  1.020  -4.993  2.343
C  0.913  -6.437  1.885
H  -0.414  -3.948  5.143
H  -1.477  -5.337  5.423
H  0.185  -5.589  4.903
H  -2.038  -4.235  3.278
H  -1.477  -5.874  3.005
H  1.567  -4.933  3.291
H  1.591  -4.418  1.613
H  0.358  -7.053  2.592
H  1.910  -6.867  1.782
H  0.408  -6.496  0.920

Its total charge is +1. The LUMO energy comes out at -5.13 eV.



(2)
Computed, not measured: a cluster of 3 separate species, C10H28NO6P2 in total in a non-equilibrium geometry, with ωB97M-V with the def2-TZVPD basis set.

Atoms and positions in Å:
N  1.658  2.506  3.996
P  1.453  2.063  2.244
C  3.110  1.569  1.432
C  3.659  2.638  0.293
O  2.809  3.119  -0.631
P  0.149  0.288  2.138
O  -1.303  0.617  1.550
O  -0.149  -0.393  3.750
O  0.889  -1.043  1.224
H  0.908  2.020  4.533
H  2.617  2.255  4.322
H  0.829  3.225  1.635
H  3.947  1.365  2.248
H  2.981  0.535  0.853
H  4.795  2.970  0.218
H  0.720  -0.886  3.941
H  1.817  -1.154  1.596
C  -0.300  3.059  -5.912
C  0.699  1.929  -6.088
O  1.914  2.131  -5.370
C  1.807  2.215  -3.951
C  1.263  0.951  -3.311
H  0.168  4.027  -6.121
H  -1.153  2.925  -6.584
H  -0.683  3.096  -4.888
H  0.973  1.868  -7.147
H  0.256  0.963  -5.826
H  1.215  3.092  -3.666
H  2.821  2.390  -3.575
H  0.214  0.790  -3.576
H  1.327  1.016  -2.221
H  1.824  0.074  -3.649
C  -3.054  -1.783  3.243
C  -1.919  -2.733  2.903
O  -2.187  -4.086  3.263
C  -3.297  -4.707  2.620
C  -3.147  -4.801  1.113
H  -3.356  -1.899  4.289
H  -2.749  -0.746  3.073
H  -3.935  -1.978  2.624
H  -1.031  -2.433  3.470
H  -1.649  -2.666  1.844
H  -4.229  -4.200  2.895
H  -3.364  -5.721  3.029
H  -3.181  -3.812  0.646
H  -3.954  -5.400  0.684
H  -2.187  -5.255  0.847

Its total charge is +1. The LUMO energy comes out at -5.50 eV.



(3)
Computed, not measured: a cluster of 4 separate species, C10H29NO7 in total in a non-equilibrium geometry, with ωB97M-V with the def2-TZVPD basis set.

Atoms and positions in Å:
C  -17.400  -18.135  -16.000
O  -16.724  -17.572  -14.905
C  -17.552  -17.396  -13.698
C  -18.346  -18.580  -13.179
C  -19.288  -18.314  -12.016
N  -17.566  -19.822  -12.908
H  -17.965  -17.341  -16.489
H  -17.965  -19.032  -15.747
H  -16.664  -18.445  -16.741
H  -16.935  -17.035  -12.875
H  -18.168  -16.533  -13.951
H  -19.058  -18.784  -13.979
H  -18.672  -17.990  -11.177
H  -19.883  -19.183  -11.734
H  -20.090  -17.604  -12.217
H  -17.037  -19.938  -13.760
H  -18.222  -20.577  -13.049
O  -15.200  -19.344  -8.521
C  -14.314  -19.287  -7.470
C  -14.675  -18.265  -6.374
O  -15.784  -18.670  -5.445
H  -16.049  -19.467  -8.089
H  -14.338  -20.307  -7.086
H  -13.300  -19.047  -7.793
H  -14.994  -17.291  -6.747
H  -13.822  -18.053  -5.729
H  -15.287  -19.266  -4.880
O  -18.095  -18.103  -7.525
C  -18.916  -16.984  -7.705
C  -20.424  -17.482  -7.994
O  -20.331  -18.387  -9.080
H  -17.240  -17.885  -7.147
H  -19.009  -16.287  -6.872
H  -18.528  -16.523  -8.613
H  -20.983  -16.607  -8.327
H  -21.077  -17.919  -7.238
H  -19.497  -18.830  -8.909
O  -19.508  -18.724  -3.890
C  -19.969  -19.740  -4.829
C  -21.514  -19.818  -4.913
O  -22.041  -20.311  -3.710
H  -18.635  -18.411  -4.139
H  -19.596  -19.519  -5.828
H  -19.479  -20.630  -4.433
H  -21.808  -20.521  -5.693
H  -21.848  -18.788  -5.036
H  -21.992  -19.493  -3.209

The calculation puts the energy above the lowest of the compared OMol25 structures with the same formula, charge and spin at 29.3 kcal/mol. The LUMO energy comes out at 0.44 eV.



(4)
Computed, not measured: a structure of composition C10H30CuHfNO10S in a non-equilibrium geometry, with ωB97M-V with the def2-TZVPD basis set.

Atoms and positions in Å:
Hf  -3.022  -0.813  -2.177
Cu  -2.481  2.557  1.120
S  -6.208  0.720  -1.629
O  -6.838  -0.306  -2.430
O  -4.721  0.476  -1.729
O  -6.648  1.966  -2.222
O  -6.611  0.587  -0.281
C  0.485  -3.172  0.028
C  -0.918  -2.787  0.401
C  -0.846  -1.960  1.711
O  -1.721  -2.301  -0.699
H  0.909  -2.300  -0.471
H  0.463  -3.917  -0.768
H  1.148  -3.582  0.790
H  -1.379  -3.738  0.670
H  -0.169  -1.106  1.668
H  -0.513  -2.566  2.553
H  -1.860  -1.696  2.010
C  0.590  -0.302  -5.337
C  0.321  -0.736  -3.840
C  0.754  0.425  -2.898
O  -1.031  -1.057  -3.565
H  1.651  -0.259  -5.579
H  0.055  0.622  -5.557
H  0.262  -1.070  -6.038
H  0.973  -1.595  -3.680
H  0.216  1.365  -3.025
H  1.830  0.566  -3.001
H  0.597  0.075  -1.878
O  -2.131  0.674  -0.537
H  -1.356  0.249  -0.119
C  1.309  1.021  1.887
C  1.844  0.344  3.137
C  3.307  0.464  3.314
O  4.129  0.021  2.320
C  5.515  -0.043  2.667
N  1.161  0.705  4.356
H  1.930  1.879  1.630
H  0.270  1.348  1.902
H  1.432  0.410  0.993
H  1.729  -0.737  3.211
H  3.664  -0.110  4.169
H  3.560  1.486  3.595
H  5.525  -0.961  3.255
H  5.729  0.818  3.300
H  6.222  -0.176  1.848
H  0.184  0.447  4.342
H  1.392  0.455  5.307
O  -3.586  3.303  -0.903
H  -3.788  2.747  -1.656
H  -3.134  4.059  -1.279
O  -0.251  2.759  -0.069
H  0.635  2.822  -0.428
H  -0.580  1.919  -0.389

Its total charge is +1. As for the spin multiplicity: 2. The LUMO energy (alpha / beta) comes out at -5.95 / -6.91 eV.



(5)
Computed, not measured: a cluster of 6 separate species, C10H30IO10 in total in a non-equilibrium geometry, with ωB97M-V with the def2-TZVPD basis set.

Atoms and positions in Å:
I  -13.083  16.855  16.781
C  -11.719  15.654  20.646
C  -12.327  16.910  21.371
O  -13.001  17.710  20.453
O  -12.789  15.171  19.881
H  -11.174  14.963  21.288
H  -10.851  15.959  20.062
H  -11.546  17.531  21.810
H  -12.992  16.559  22.160
H  -13.166  17.101  19.730
H  -12.721  15.480  18.975
C  -14.346  15.981  11.406
C  -13.560  16.527  12.579
O  -14.354  17.149  13.493
O  -15.227  14.927  11.637
H  -13.673  15.882  10.554
H  -14.941  16.851  11.128
H  -12.877  17.292  12.210
H  -12.945  15.724  12.985
H  -14.102  16.842  14.367
H  -15.855  15.309  12.255
C  -9.033  16.389  17.360
C  -8.825  17.233  16.066
O  -9.916  16.897  15.128
O  -9.869  17.125  18.197
H  -8.173  16.373  18.030
H  -9.369  15.388  17.091
H  -7.906  16.839  15.634
H  -8.877  18.315  16.188
H  -10.757  17.053  15.565
H  -10.744  16.971  17.832
C  -14.286  21.089  15.570
C  -15.810  21.511  15.652
O  -16.408  21.871  14.401
O  -14.170  19.949  14.733
H  -13.930  20.759  16.546
H  -13.673  21.932  15.251
H  -15.960  22.367  16.310
H  -16.448  20.731  16.069
H  -17.313  22.150  14.556
H  -13.879  19.220  15.286
C  -16.059  12.820  16.137
C  -16.764  14.129  16.273
O  -15.935  15.195  15.680
O  -15.874  12.629  14.680
H  -16.817  12.090  16.421
H  -15.128  12.570  16.645
H  -16.845  14.240  17.354
H  -17.785  14.137  15.891
H  -15.251  15.567  16.242
H  -14.940  12.438  14.569

Its total charge is -1. The calculation puts the energy above the lowest of the compared OMol25 structures with the same formula, charge and spin at 41.7 kcal/mol. The LUMO energy comes out at 2.92 eV.